Arrangement i

# C3H5N3

An isolated molecule of C3H5N3 (ωB97M-V/def2-TZVPD, the OMol25 dataset).

Computed properties:
**Structure (SMILES)**: CN/N=C\C#N
**Orbital gap**: 9.01 eV
**LUMO**: 0.3 eV
**HOMO energy**: -8.684 eV

Structure (XYZ):
```
11
Properties=species:S:1:pos:R:3:nbo_charge:R:1
C 2.46 -0.25 0.19 -0.41
C -1.03 1.17 -0.05 -0.25
C -1.86 -0.01 -0.03 0.21
H 2.81 -1.22 -0.21 0.21
H 2.83 0.35 -0.64 0.22
H 2.56 0.11 1.20 0.23
H 0.60 -1.27 -0.49 0.39
H -1.20 2.36 0.24 0.27
N 0.98 -0.39 -0.22 -0.36
N 0.36 0.75 -0.03 -0.14
N -2.07 -1.19 0.14 -0.37
```



Arrangement ii

# C3H5N3

An isolated molecule of C3H5N3 (ωB97M-V/def2-TZVPD, the OMol25 dataset).

Computed properties:
**Structure (SMILES)**: Cn1cnnc1
**Orbital gap**: 10.52 eV
**LUMO**: 0.7 eV
**HOMO energy**: -9.860 eV

Structure (XYZ):
```
11
Properties=species:S:1:pos:R:3:nbo_charge:R:1
C -1.43 -0.16 -0.15 -0.40
N 0.00 0.02 0.04 -0.37
C 0.75 1.14 -0.16 0.14
N 2.02 0.89 0.02 -0.28
N 2.12 -0.44 0.34 -0.28
C 0.92 -0.94 0.34 0.14
H -1.64 -0.57 -1.14 0.21
H -1.93 0.81 -0.06 0.22
H -1.83 -0.83 0.61 0.22
H 0.33 2.10 -0.41 0.20
H 0.66 -1.96 0.56 0.20
```



Arrangement iii

# C3H5N3

An isolated molecule of C3H5N3 (ωB97M-V/def2-TZVPD, the OMol25 dataset).

Computed properties:
**Structure (SMILES)**: Nc1ccn[nH]1
**Orbital gap**: 9.72 eV
**LUMO**: 0.9 eV
**HOMO energy**: -8.835 eV

Structure (XYZ):
```
11
Properties=species:S:1:pos:R:3:nbo_charge:R:1
N -1.86 0.05 0.05 -0.82
C -0.46 0.02 0.06 0.32
C 0.51 -0.92 0.11 -0.40
C 1.70 -0.17 -0.11 0.00
N 1.50 1.12 -0.18 -0.28
N 0.13 1.25 -0.08 -0.41
H -2.26 -0.83 0.33 0.38
H -2.14 0.27 -0.90 0.38
H 0.39 -1.98 0.29 0.23
H 2.69 -0.59 -0.28 0.20
H -0.20 1.80 0.71 0.40
```



Arrangement iv

# C3H5N3

An isolated molecule of C3H5N3 (ωB97M-V/def2-TZVPD, the OMol25 dataset).

Computed properties:
**Structure (SMILES)**: Cn1nccn1
**Orbital gap**: 11.04 eV
**LUMO**: 0.9 eV
**HOMO energy**: -10.175 eV

Structure (XYZ):
```
11
Properties=species:S:1:pos:R:3:nbo_charge:R:1
C 1.12 0.83 0.84 -0.41
N 0.36 -0.43 0.69 -0.07
N 0.66 -0.92 -0.54 -0.22
C -0.46 -0.90 -1.20 -0.08
C -1.49 -0.37 -0.35 -0.07
N -0.96 -0.09 0.81 -0.23
H 1.11 1.07 1.90 0.22
H 0.56 1.48 0.17 0.20
H 2.14 0.76 0.46 0.22
H -0.50 -1.23 -2.22 0.22
H -2.53 -0.21 -0.57 0.22
```



Most stable to least stable, the ends of the list are arrangement ii and arrangement i.



Arrangement i

# C5H8N2S

An isolated molecule of C5H8N2S (ωB97M-V/def2-TZVPD, the OMol25 dataset).

Computed properties:
**Structure (SMILES)**: C[C@H]1N[C@@H]1[C@@H](S)C#N
**Orbital gap**: 10.47 eV
**LUMO**: 0.6 eV
**HOMO energy**: -9.834 eV

Structure (XYZ):
```
16
Properties=species:S:1:pos:R:3:nbo_charge:R:1
C -2.05 -0.71 -0.60 -0.62
C -0.84 0.16 -0.32 -0.08
C 0.10 -0.12 0.79 -0.09
C 1.59 0.09 0.63 -0.46
C 1.92 1.28 -0.15 0.26
H -2.38 -1.30 0.30 0.22
H -1.81 -1.40 -1.42 0.21
H -2.91 -0.07 -0.92 0.22
H -0.34 0.60 -1.21 0.21
H -0.37 1.89 0.78 0.37
H -0.08 -0.92 1.52 0.22
H 2.07 0.18 1.61 0.27
H 1.47 -1.55 -1.06 0.13
N -0.86 0.98 0.88 -0.58
N 2.10 2.26 -0.74 -0.31
S 2.38 -1.38 -0.08 0.03
```



Arrangement ii

# C5H8N2S

An isolated molecule of C5H8N2S (ωB97M-V/def2-TZVPD, the OMol25 dataset).

Computed properties:
**Structure (SMILES)**: C[C@]12C=NS[C@H]1CN2
**Orbital gap**: 9.39 eV
**LUMO**: 0.9 eV
**HOMO energy**: -8.508 eV

Structure (XYZ):
```
16
Properties=species:S:1:pos:R:3:nbo_charge:R:1
C 0.83 0.91 1.39 -0.62
C 0.25 0.21 0.15 0.06
C -0.66 -1.62 -0.54 -0.25
C -1.27 -0.36 0.04 -0.38
C 0.46 1.09 -1.03 0.03
H 0.50 0.29 2.24 0.23
H 1.93 1.01 1.29 0.22
H 0.39 1.99 1.45 0.22
H 1.48 -1.41 -0.57 0.36
H -0.73 -1.82 -1.55 0.20
H -0.84 -2.65 -0.06 0.20
H -1.72 -0.41 1.08 0.25
H 1.38 1.42 -1.40 0.20
N 0.68 -1.18 0.09 -0.61
N -0.61 1.61 -1.57 -0.52
S -2.07 0.92 -1.02 0.41
```



Most stable to least stable, the ends of the list are arrangement i and arrangement ii.



Arrangement i

# C2H3N3O3

C2H3N3O3 as an isolated structure (ωB97M-V/def2-TZVPD, the OMol25 dataset).

Computed properties:
**Orbital gap**: 9.27 eV
**LUMO**: 0.0 eV
**HOMO energy**: -9.272 eV

Structure (XYZ):
```
11
Properties=species:S:1:pos:R:3:nbo_charge:R:1
C -0.26 0.80 0.74 0.41
C -0.46 -0.47 -0.15 0.32
H -0.38 1.94 2.33 0.51
H 1.77 -1.47 -1.71 0.44
H -1.49 -1.74 0.99 0.38
N 0.73 1.47 0.30 -0.15
N 0.21 -0.21 -1.30 0.10
N -1.06 -1.52 0.11 -0.68
O -1.04 1.23 1.80 -0.65
O 1.20 0.92 -0.84 -0.23
O 0.79 -0.96 -2.26 -0.44
```



Arrangement ii

# C2H3N3O3

An isolated molecule of C2H3N3O3 (ωB97M-V/def2-TZVPD, the OMol25 dataset).

Computed properties:
**Structure (SMILES)**: N/N=c1\o[nH]oc1=O
**Orbital gap**: 9.54 eV
**LUMO**: 0.0 eV
**HOMO energy**: -9.572 eV

Structure (XYZ):
```
11
Properties=species:S:1:pos:R:3:nbo_charge:R:1
C 0.18 0.45 0.19 0.33
C -1.33 0.07 -0.17 0.75
H 2.59 0.53 0.62 0.35
H 2.13 1.31 2.26 0.37
H 0.59 -2.28 -0.19 0.34
N 1.96 1.38 1.09 -0.59
N 0.67 1.23 1.03 -0.23
N 0.44 -1.56 -1.01 0.02
O 1.09 -0.42 -0.47 -0.41
O -1.16 -1.38 -0.62 -0.46
O -2.42 0.55 -0.24 -0.47
```



Most stable to least stable, the ends of the list are arrangement ii and arrangement i.



Arrangement i

# C2H3N3O3

An isolated molecule of C2H3N3O3 (ωB97M-V/def2-TZVPD, the OMol25 dataset).

Computed properties:
**Structure (SMILES)**: O/N=c1/ocnn1O
**Orbital gap**: 9.23 eV
**LUMO**: 0.5 eV
**HOMO energy**: -8.679 eV

Structure (XYZ):
```
11
Properties=species:S:1:pos:R:3:nbo_charge:R:1
C 0.63 0.09 -0.29 0.58
C 0.75 -1.30 1.51 0.28
H -0.07 1.17 -2.91 0.50
H 1.30 -1.97 2.31 0.24
H -2.08 0.83 -0.34 0.49
N 0.87 0.47 -1.53 -0.25
N -0.45 -0.87 1.57 -0.21
N -0.46 0.02 0.41 -0.05
O -0.40 1.11 -1.87 -0.63
O 1.56 -0.36 0.62 -0.46
O -1.65 0.82 0.54 -0.50
```



Arrangement ii

# C2H3N3O3

An isolated molecule of C2H3N3O3 (ωB97M-V/def2-TZVPD, the OMol25 dataset).

Computed properties:
**Structure (SMILES)**: [H]/N=c1\nc(O)on1O
**Orbital gap**: 9.89 eV
**LUMO**: 0.1 eV
**HOMO energy**: -9.785 eV

Structure (XYZ):
```
11
Properties=species:S:1:pos:R:3:nbo_charge:R:1
C -1.36 -0.15 -0.16 0.83
C 0.71 -0.68 -0.21 0.48
H -2.98 0.83 0.10 0.52
H 2.07 -2.15 0.15 0.38
H 1.55 1.37 1.10 0.47
N -0.56 -1.14 -0.17 -0.59
N 1.87 -1.18 -0.02 -0.70
N 0.64 0.62 -0.65 0.14
O -2.62 -0.14 0.03 -0.61
O 1.41 1.57 0.04 -0.53
O -0.73 1.07 -0.22 -0.40
```



Most stable to least stable, the ends of the list are arrangement ii and arrangement i.



Arrangement i

# C2H3N3O3

An isolated molecule of C2H3N3O3 (ωB97M-V/def2-TZVPD, the OMol25 dataset).

Computed properties:
**Structure (SMILES)**: Oc1nnn(O)c1O
**Orbital gap**: 9.01 eV
**LUMO**: 0.4 eV
**HOMO energy**: -8.571 eV

Structure (XYZ):
```
11
Properties=species:S:1:pos:R:3:nbo_charge:R:1
C 0.79 0.62 0.62 0.32
C 0.42 -0.23 -0.42 0.30
H 2.02 1.13 1.94 0.50
H -2.56 -0.34 -0.83 0.49
H 0.49 -1.80 -1.43 0.50
N -0.32 1.05 1.31 -0.29
N -1.33 0.69 0.60 -0.13
N -0.90 -0.16 -0.30 0.09
O 2.04 0.76 1.00 -0.65
O -1.74 -0.67 -1.23 -0.50
O 1.09 -1.05 -1.26 -0.63
```



Arrangement ii

# C2H3N3O3

An isolated molecule of C2H3N3O3 (ωB97M-V/def2-TZVPD, the OMol25 dataset).

Computed properties:
**Structure (SMILES)**: [H]/N=c1\nc(O)on1O
**Orbital gap**: 10.52 eV
**LUMO**: 0.3 eV
**HOMO energy**: -10.171 eV

Structure (XYZ):
```
11
Properties=species:S:1:pos:R:3:nbo_charge:R:1
C 1.28 -0.27 -0.04 0.81
C -0.72 0.55 0.21 0.47
H 2.96 0.52 0.45 0.52
H -1.09 2.20 -0.21 0.38
H -2.07 -1.00 -0.81 0.47
N 0.69 0.88 0.10 -0.62
N -1.60 1.30 -0.10 -0.66
N -0.82 -0.87 0.53 0.13
O 2.70 -0.44 -0.02 -0.65
O -1.82 -1.56 -0.03 -0.46
O 0.49 -1.32 -0.10 -0.38
```



Most stable to least stable, the ends of the list are arrangement i and arrangement ii.



Arrangement i

# C2H3N3O3

A 2-piece molecular cluster, C2H3N3O3 overall (ωB97M-V/def2-TZVPD, the OMol25 dataset).

Computed properties:
**Orbital gap**: 8.02 eV
**LUMO**: -0.6 eV
**HOMO energy**: -8.611 eV

Structure (XYZ):
```
11
Properties=species:S:1:pos:R:3:nbo_charge:R:1
C 0.69 0.79 0.21 0.60
C -1.33 -0.11 0.00 0.61
H 3.29 -0.95 0.35 0.46
H 0.54 -1.28 0.55 0.48
H -3.14 -0.06 -0.08 0.52
N 1.94 0.64 -0.03 -0.30
N -0.07 -0.40 0.34 -0.63
N -1.45 1.26 -0.22 -0.26
O 2.19 -0.75 -0.57 -0.57
O -2.47 -0.93 -0.29 -0.64
O -0.19 1.78 -0.28 -0.28
```



Arrangement ii

# C2H3N3O3

An isolated molecule of C2H3N3O3 (ωB97M-V/def2-TZVPD, the OMol25 dataset).

Computed properties:
**Structure (SMILES)**: O=c1ncn(O)n1O
**Orbital gap**: 9.59 eV
**LUMO**: -0.3 eV
**HOMO energy**: -9.900 eV

Structure (XYZ):
```
11
Properties=species:S:1:pos:R:3:nbo_charge:R:1
C -1.49 0.03 -0.34 0.28
C 0.53 0.40 -1.05 0.70
H -0.58 -1.13 2.37 0.49
H -2.55 -0.15 -0.30 0.23
H 1.57 1.00 0.96 0.47
N -0.70 -0.19 0.71 -0.03
N -0.76 0.34 -1.51 -0.52
N 0.61 -0.44 0.17 -0.03
O -1.28 -1.10 1.65 -0.52
O 1.42 1.01 -1.52 -0.53
O 1.51 0.06 1.09 -0.53
```



Most stable to least stable, the ends of the list are arrangement ii and arrangement i.



Arrangement i

# C4H4OS2

An isolated molecule of C4H4OS2 (ωB97M-V/def2-TZVPD, the OMol25 dataset).

Computed properties:
**Orbital gap**: 8.71 eV
**LUMO**: -0.5 eV
**HOMO energy**: -9.197 eV

Structure (XYZ):
```
11
Properties=species:S:1:pos:R:3:nbo_charge:R:1
C -0.02 -0.51 0.12 0.09
C -0.20 -1.40 -1.14 -0.29
C -1.17 -0.30 1.02 -0.08
C 0.87 0.74 -0.23 -0.55
O 0.10 -0.54 1.61 -0.46
S 0.36 -0.74 -2.50 0.43
S 1.18 1.15 -2.02 0.01
H -1.49 0.65 1.30 0.18
H -2.00 -1.11 1.31 0.20
H 0.63 1.68 0.33 0.24
H 1.75 0.39 0.21 0.23
```



Arrangement ii

# C4H4OS2

An isolated molecule of C4H4OS2 (ωB97M-V/def2-TZVPD, the OMol25 dataset).

Computed properties:
**Structure (SMILES)**: C=C(C=S)OC=S
**Orbital gap**: 7.63 eV
**LUMO**: -1.3 eV
**HOMO energy**: -8.947 eV

Structure (XYZ):
```
11
Properties=species:S:1:pos:R:3:nbo_charge:R:1
C -1.67 -0.39 -0.37 -0.34
C -0.45 0.09 -0.33 0.19
C 1.54 -1.11 0.48 0.03
C -0.16 1.51 -0.16 -0.34
H -2.50 0.31 -0.23 0.22
H -1.90 -1.46 -0.50 0.24
H 1.31 -0.53 1.43 0.18
H -1.03 2.15 0.04 0.21
O 0.70 -0.77 -0.52 -0.50
S 2.86 -2.00 0.22 -0.01
S 1.31 2.19 -0.04 0.11
```



Most stable to least stable, the ends of the list are arrangement ii and arrangement i.



Arrangement i

# C3H4N2S

An isolated molecule of C3H4N2S (ωB97M-V/def2-TZVPD, the OMol25 dataset).

Computed properties:
**Orbital gap (spin up / spin down)**: 8.04 / 8.04 eV
**LUMO (spin up / spin down)**: -0.3 / -0.3 eV
**HOMO energy (spin up / spin down)**: -8.332 / -8.332 eV

Structure (XYZ):
```
10
Properties=species:S:1:pos:R:3:nbo_charge:R:1
C 1.66 -1.54 1.17 0.16
C -1.24 0.33 1.19 -0.73
C 0.83 -0.20 -0.63 -0.40
N 1.26 -1.14 0.14 -0.25
N -0.82 1.69 -1.45 -1.09
S -0.58 0.75 -0.22 1.30
H 1.58 -2.42 1.78 0.22
H -2.14 0.80 1.22 0.17
H 1.27 -0.11 -1.63 0.25
H -1.82 1.83 -1.58 0.37
```



Arrangement ii

# C3H4N2S

An isolated molecule of C3H4N2S (ωB97M-V/def2-TZVPD, the OMol25 dataset).

Computed properties:
**Structure (SMILES)**: C=C(C#N)SN
**Orbital gap (spin up / spin down)**: 8.33 / 8.33 eV
**LUMO (spin up / spin down)**: -0.4 / -0.4 eV
**HOMO energy (spin up / spin down)**: -8.718 / -8.715 eV

Structure (XYZ):
```
10
Properties=species:S:1:pos:R:3:nbo_charge:R:1
C 2.02 -0.04 -0.91 0.23
C -0.54 -0.87 -0.86 -0.33
C 0.64 0.05 -0.52 -0.34
N 3.07 0.06 -1.34 -0.27
N -0.95 0.50 1.48 -0.97
S 0.44 1.20 0.76 0.50
H -1.57 -0.57 -0.71 0.21
H -0.34 -1.77 -1.50 0.22
H -1.00 0.66 2.51 0.39
H -1.77 0.79 1.09 0.36
```



Arrangement iii

# C3H4N2S

An isolated molecule of C3H4N2S (ωB97M-V/def2-TZVPD, the OMol25 dataset).

Computed properties:
**Structure (SMILES)**: Sc1cc[nH]n1
**Orbital gap**: 9.69 eV
**LUMO**: 1.0 eV
**HOMO energy**: -8.696 eV

Structure (XYZ):
```
10
Properties=species:S:1:pos:R:3:nbo_charge:R:1
C -0.81 -0.12 -0.14 -0.01
C 0.00 1.04 -0.03 -0.34
C 1.29 0.61 -0.05 -0.05
H -2.75 -1.17 0.59 0.14
H -0.39 2.06 -0.04 0.24
H 2.21 1.12 -0.07 0.22
H 1.91 -1.50 0.02 0.41
N 1.21 -0.78 -0.04 -0.35
N -0.07 -1.23 -0.14 -0.27
S -2.60 -0.04 -0.09 0.01
```



Arrangement iv

# C3H4N2S

An isolated molecule of C3H4N2S (ωB97M-V/def2-TZVPD, the OMol25 dataset).

Computed properties:
**Orbital gap (spin up / spin down)**: 7.62 / 7.62 eV
**LUMO (spin up / spin down)**: 0.2 / 0.2 eV
**HOMO energy (spin up / spin down)**: -7.457 / -7.458 eV

Structure (XYZ):
```
10
Properties=species:S:1:pos:R:3:nbo_charge:R:1
C 0.48 -1.76 -0.14 -0.03
C 0.10 2.42 0.01 0.02
C -0.77 0.28 -0.78 0.08
N -0.27 -1.00 -0.82 -0.45
N -0.40 1.35 -0.14 -0.31
S 1.04 -1.76 1.56 -0.02
H 0.67 -2.58 -0.76 0.20
H -0.07 3.08 0.75 0.17
H -1.74 0.41 -1.50 0.19
H 0.97 -0.44 1.82 0.14
```



Most stable to least stable, the ends of the list are arrangement iii and arrangement i.